(1)
{"formula": "C16H24F4NO9P", "method": "ωB97M-V with the def2-TZVPD basis set", "spin_multiplicity": 1, "homo_energy_ev": -8.86, "smiles": "FC(F)C(F)(F)Pc1ccccn1.COC(=O)OC.COC(=O)OC.COC(=O)OC", "total_energy_ev": -57056.69802, "charge": 0, "symbols": ["H", "H", "O", "F", "H", "H", "H", "F", "O", "H", "C", "O", "H", "O", "C", "H", "C", "N", "C", "H", "P", "H", "H", "C", "C", "H", "H", "C", "C", "H", "H", "C", "C", "O", "C", "F", "C", "H", "H", "F", "H", "O", "H", "O", "H", "C", "C", "C", "H", "O", "H", "H", "O", "H", "C"], "coordinates": [[-4.8441, 5.2269, 6.5190], [-1.1828, -1.6529, 4.2505], [-1.0101, -6.0284, -5.5294], [1.0052, 2.7538, -2.4250], [1.5692, -3.3336, -4.6283], [2.0312, -0.0840, -0.1605], [0.3298, -2.9871, -0.1185], [2.6488, 1.8598, -4.3350], [-1.6060, -2.8632, 0.6361], [6.4701, 4.1001, 0.6527], [-2.1318, -1.4466, 3.7583], [-4.9168, 3.3594, 5.6080], [-0.7054, -1.7290, -0.8584], [-0.4671, -4.7773, -3.7285], [1.9307, -4.3520, -4.7606], [-0.9816, -3.4396, -1.2173], [-3.9849, 3.5653, 4.6763], [4.3958, 1.5206, 0.4409], [-0.1993, -5.2695, -4.7935], [-2.2046, -0.3909, 3.5012], [1.8116, 1.2881, -0.3890], [4.5037, 5.3731, -0.1141], [-3.3291, 3.8679, 2.1480], [-1.3561, -2.0539, 1.6624], [5.4948, 2.2290, 0.6776], [2.4038, 4.0672, -0.5423], [2.8181, -4.3341, -5.3869], [-2.2987, -6.2420, -4.9510], [2.9370, 1.5632, -3.0381], [-2.8552, -6.8686, -5.6424], [-3.6196, 2.1585, 1.8041], [5.5342, 3.5828, 0.4677], [4.4559, 4.3059, 0.0443], [0.9585, -5.1492, -5.4403], [-4.7682, 4.1710, 6.7734], [0.8394, 0.5848, -2.7590], [3.3073, 3.5814, -0.2013], [-2.8251, -5.2973, -4.8254], [6.3935, 1.7345, 1.0257], [3.5170, 0.3546, -2.9556], [-2.9395, -1.6975, 4.4404], [-4.2381, 2.7520, 3.6513], [-2.3043, 2.6078, 2.8971], [-0.4483, -1.2673, 1.7353], [-3.8189, 3.9670, 7.2659], [3.3639, 2.2238, -0.0020], [-0.6782, -2.7368, -0.4459], [1.6248, 1.5681, -2.2452], [2.1843, -4.7931, -3.7980], [-2.2865, -2.2595, 2.5954], [3.6488, 2.3224, -2.7095], [-5.5802, 3.9093, 7.4463], [-3.0753, 4.3483, 4.7494], [-2.2111, -6.7575, -3.9961], [-3.3107, 2.8647, 2.5701]], "forces_ev_per_a": [[0.125, -0.010, -0.028], [0.062, 0.090, -0.104], [0.003, -0.017, -0.026], [0.003, 0.215, -0.132], [-0.055, -0.045, 0.098], [0.679, 0.122, -0.626], [-0.001, 0.117, 0.053], [0.064, -0.389, -0.174], [-0.013, -0.013, 0.017], [-0.015, -0.050, 0.032], [-0.059, 0.128, 0.293], [-0.033, -0.033, 0.002], [0.076, 0.032, 0.100], [-0.026, 0.033, 0.089], [0.236, 0.134, 0.038], [-0.133, -0.049, 0.119], [-0.064, -0.057, -0.021], [0.577, 0.015, 0.082], [0.044, -0.032, -0.113], [0.127, -0.008, -0.022], [-1.229, 0.956, 0.915], [0.021, 0.046, 0.045], [0.083, 0.038, 0.115], [-0.076, -0.077, -0.094], [-0.173, -0.191, 0.023], [-0.108, -0.105, 0.017], [-0.099, -0.104, -0.114], [-0.254, -0.097, 0.014], [-0.145, 0.975, -0.235], [0.153, 0.006, -0.103], [-0.170, -0.057, 0.141], [1.786, 1.037, 0.413], [-0.595, -0.103, -0.315], [0.009, -0.017, -0.023], [-0.065, 0.092, 0.243], [-0.229, 0.073, -0.003], [0.034, 0.877, -0.029], [0.066, 0.009, 0.107], [-0.167, -0.286, 0.033], [-0.067, -0.269, -0.141], [-0.080, -0.142, -0.169], [-0.038, -0.050, -0.018], [0.010, 0.137, 0.040], [0.072, 0.067, 0.036], [0.048, 0.085, -0.084], [-1.375, -1.815, -0.570], [0.101, -0.091, -0.340], [0.972, -1.098, 0.449], [-0.103, 0.056, 0.039], [-0.039, -0.034, 0.031], [-0.089, -0.047, 0.253], [-0.049, -0.118, -0.131], [0.019, 0.021, 0.009], [0.021, 0.115, 0.047], [0.159, -0.071, -0.279]]}



(2)
{"formula": "C16H24FN3O3", "method": "ωB97M-V with the def2-TZVPD basis set", "spin_multiplicity": 1, "homo_energy_ev": -9.42, "smiles": "CCC(=O)OCC[C@@H]1NC(=O)[C@](C)(CN)[C@H]1F.c1ccncc1", "total_energy_ev": -30311.45263, "charge": 0, "symbols": ["H", "O", "H", "O", "F", "N", "H", "C", "C", "H", "H", "H", "H", "H", "H", "H", "H", "H", "H", "N", "C", "H", "H", "C", "H", "C", "C", "C", "H", "H", "H", "H", "H", "C", "C", "H", "H", "C", "C", "C", "N", "C", "C", "C", "O", "H", "C"], "coordinates": [[2.7658, 1.7546, -1.1081], [4.3270, -1.4212, -2.4363], [-1.8503, -4.0913, 0.2183], [-0.4750, -3.0829, 1.6995], [-0.5795, 0.3418, -1.5625], [0.3186, -0.9106, 1.6684], [-0.0150, -0.5892, 2.5667], [2.6158, 0.7073, -0.8412], [-2.5752, 4.6772, -0.9397], [4.7287, -3.1123, 1.3963], [-0.3772, -3.1165, -1.4393], [-3.2184, -1.5878, 0.2894], [2.0588, 1.5501, 1.0368], [-2.6672, -0.0616, -0.4250], [4.0818, -1.5195, 1.7629], [5.5263, -1.6797, 0.7532], [-2.3446, -0.4346, 1.2862], [-3.9273, 4.9410, 2.1429], [-3.1071, 6.3740, 0.2678], [-2.2715, -3.6872, -0.6152], [4.5528, -2.1178, 0.9803], [-1.7873, -2.2254, -2.0318], [-2.1716, 2.7699, -1.8535], [-2.4089, -0.8536, 0.2771], [3.8051, -3.1896, -0.7635], [3.9937, -1.1636, -1.3113], [-3.5285, 4.5030, 1.2383], [-1.1039, -1.5632, -0.1258], [-2.3297, -4.4475, -1.2848], [2.6242, -2.1417, 0.0085], [2.0351, 0.2508, -1.6427], [2.5532, -0.1160, 1.1385], [0.7304, -1.1264, -1.0939], [-2.5552, 3.2911, -0.9829], [-0.4091, -1.9996, 1.1609], [-0.1169, 1.0088, 0.9150], [-3.8114, 2.4722, 1.8897], [-1.3393, -2.6772, -1.1384], [0.4770, 0.1380, 0.6231], [-3.0734, 5.2946, 0.1961], [-2.9886, 2.5181, 0.0107], [-3.4635, 3.1252, 1.0961], [1.9627, 0.5787, 0.5417], [3.6791, -2.2183, -0.2826], [3.9477, 0.1380, -0.8836], [-2.2088, 5.2547, -1.7772], [-0.0792, -0.5547, -0.6250]], "forces_ev_per_a": [[-0.074, -0.127, 0.017], [-0.113, 0.128, 0.370], [-0.104, 0.073, 0.017], [-0.143, 0.525, -0.125], [0.234, -0.133, 0.240], [-0.218, 0.102, -0.718], [0.411, -0.170, 0.164], [0.275, 0.050, -0.107], [-0.010, 0.011, 0.024], [-0.073, 0.090, -0.051], [0.062, 0.140, 0.059], [0.140, 0.040, -0.001], [0.006, -0.154, 0.057], [0.102, -0.007, 0.113], [0.086, 0.025, -0.130], [-0.049, -0.019, 0.035], [0.013, 0.157, -0.197], [-0.002, -0.007, 0.009], [0.000, 0.004, 0.000], [0.389, -0.052, -0.076], [0.051, -0.035, 0.031], [0.087, -0.052, 0.064], [0.011, 0.014, 0.000], [-0.342, -0.345, 0.155], [0.009, 0.154, -0.034], [0.198, -0.222, -0.511], [0.008, 0.014, -0.010], [0.155, 0.181, -0.194], [-0.155, 0.092, -0.006], [0.052, 0.021, -0.069], [-0.069, 0.091, -0.002], [-0.067, -0.036, -0.098], [-0.091, 0.143, -0.235], [0.026, -0.060, -0.027], [-0.143, -0.377, 0.325], [-0.246, -0.104, -0.435], [-0.013, 0.021, 0.012], [-0.307, -0.233, 0.010], [0.155, 0.045, 0.621], [0.001, 0.011, 0.000], [0.025, 0.051, 0.026], [-0.006, -0.035, -0.011], [0.012, 0.314, 0.063], [-0.086, -0.196, 0.266], [-0.289, 0.080, 0.183], [0.001, -0.007, -0.011], [0.089, -0.206, 0.186]]}



(3)
{"formula": "C16H24KO12", "method": "ωB97M-V with the def2-TZVPD basis set", "spin_multiplicity": 1, "homo_energy_ev": -12.86, "total_energy_ev": -57870.44721, "charge": 1, "de_lowest_kj_mol": 222.24, "symbols": ["H", "O", "O", "C", "H", "H", "H", "C", "H", "H", "H", "H", "C", "K", "C", "O", "H", "H", "H", "O", "O", "C", "C", "H", "C", "C", "H", "H", "C", "O", "C", "C", "O", "H", "H", "H", "O", "C", "H", "H", "O", "O", "C", "H", "C", "H", "H", "O", "H", "C", "C", "O", "H"], "coordinates": [[7.6411, 2.7845, 0.8820], [4.5935, -0.3259, 2.3063], [2.5582, 0.0002, -3.3810], [3.1025, 1.0590, -2.7271], [8.5175, 2.2343, -0.4432], [-5.4871, -3.3174, -1.8958], [-4.1115, -5.9058, -0.9533], [-5.6359, -4.1425, 0.1105], [8.6819, 0.7973, 2.0500], [-7.4871, 3.9349, 5.0123], [-3.6483, -4.9357, -2.4396], [-5.0711, -5.7606, -2.2839], [-7.0495, 2.3578, 3.5570], [0.3554, 0.8026, 1.7763], [5.6904, -0.0478, 1.8650], [2.9200, 1.3542, -1.5703], [-7.3878, 1.4329, 3.0899], [-8.9336, 3.2973, 4.1837], [-7.1548, 4.3225, 2.7132], [3.9495, 1.6707, -3.5113], [-5.3128, -3.0757, 0.9731], [3.4975, -0.5793, -4.3060], [-4.8754, -3.8213, -1.1474], [-7.3959, 3.1480, 1.4935], [7.5162, 2.1793, -0.0159], [5.8829, 0.3392, -4.2046], [5.8924, -0.3214, -3.3377], [6.5311, 1.2061, -4.0764], [-7.9439, 3.0505, 4.5682], [-3.6158, 2.3035, 3.3740], [-6.8011, 3.3450, 2.3854], [4.3829, 0.7316, -4.4735], [6.9194, -0.3407, 2.4226], [-6.6944, -4.3209, -0.0791], [3.9048, -1.4835, -3.8536], [4.0750, 0.9123, -5.5034], [-3.3854, -1.9132, 1.2220], [-4.4015, -5.1475, -1.6807], [-8.1035, 2.4505, 5.4641], [-5.3780, -5.1391, 0.4689], [-3.8279, -3.0163, -0.7251], [-5.3114, 3.3293, 2.1980], [7.2146, 0.7088, 0.3990], [6.2996, -0.1597, -5.0796], [-4.1466, -2.5642, 0.4957], [2.9427, -0.8018, -5.2175], [6.7741, 2.6311, -0.6742], [5.9080, 0.4871, 0.7007], [7.4701, 0.0725, -0.4483], [-4.7695, 2.5973, 3.2147], [7.9385, 0.1235, 1.6238], [-5.7433, 2.2135, 4.1419], [8.5133, -0.7570, 1.3368]], "forces_ev_per_a": [[-0.483, 0.181, 0.145], [1.881, 0.512, -0.262], [-1.015, -0.606, 1.271], [-0.610, -0.952, 1.795], [-0.117, -0.227, -0.442], [0.101, 0.281, 0.033], [0.714, 0.635, 0.313], [-1.303, -0.734, -0.531], [-0.578, 0.304, 0.697], [0.245, 0.228, -0.657], [0.627, -0.266, 0.333], [-0.997, 0.688, 0.027], [0.434, 1.717, -0.664], [0.021, -0.060, -0.073], [-0.447, -1.460, 1.480], [-0.697, -0.141, -1.105], [-0.118, -0.335, 0.790], [0.100, 0.024, -0.215], [0.744, 0.322, -0.076], [0.933, 0.385, -1.065], [0.364, 0.285, -0.336], [-0.719, 2.110, 0.844], [-1.724, -2.580, -0.833], [0.783, -0.483, -0.295], [0.431, -0.633, 1.240], [-1.025, 0.864, -0.899], [0.265, 0.130, 0.003], [-0.224, 0.084, 0.322], [-0.415, -0.817, 0.973], [-0.892, 0.649, -0.656], [0.669, 0.296, 0.810], [1.743, -3.120, -1.163], [-2.278, 0.153, 1.824], [-0.288, 1.034, 0.138], [0.417, 0.213, -0.089], [0.833, 1.554, 0.094], [-2.042, -1.077, -2.388], [0.785, -0.636, -1.772], [-0.123, -0.480, -0.179], [0.807, 0.338, 0.753], [0.429, 1.000, 0.741], [-1.392, -0.772, 0.629], [2.613, 0.707, -1.467], [-0.205, -0.361, 0.059], [2.639, 1.104, 3.520], [0.192, -0.167, 0.089], [0.046, -0.294, 0.011], [-2.924, 0.992, -1.168], [-0.136, 0.024, -0.244], [-0.587, -0.445, 1.064], [1.689, -0.223, -1.662], [0.703, 0.053, -1.575], [0.133, 0.003, -0.180]]}



(4)
{"formula": "C16H24N2O2S", "method": "ωB97M-V with the def2-TZVPD basis set", "spin_multiplicity": 1, "homo_energy_ev": -7.84, "smiles": "COc1ccccc1CCN1C(=S)NC(C)(C)C[C@@]1(C)O", "total_energy_ev": -34892.88819, "charge": 0, "de_lowest_kj_mol": 109.60, "symbols": ["H", "H", "C", "H", "C", "H", "H", "C", "O", "H", "H", "H", "C", "H", "H", "H", "C", "H", "H", "H", "C", "C", "C", "H", "C", "N", "H", "C", "H", "H", "C", "H", "C", "H", "H", "H", "H", "N", "H", "O", "S", "C", "C", "C", "C"], "coordinates": [[-3.2108, 2.0503, -0.9736], [-2.1112, 0.7027, -4.3228], [-1.0380, -0.2933, -1.9034], [-0.7623, -0.8122, -2.8200], [1.8049, -0.9473, 2.2674], [-1.6118, -2.7447, 2.1211], [1.8312, 1.5228, 0.2852], [-2.2528, 0.5957, -2.1679], [2.9696, -0.2299, 2.2801], [4.9552, -0.1520, 2.4807], [2.6356, -2.9277, 2.4006], [1.4843, 1.7307, -2.1428], [0.6769, 1.2979, 2.0969], [4.3815, -1.5995, 1.6165], [-1.1984, 1.9545, -3.4788], [-0.2439, 1.7189, 2.4998], [1.2549, -0.5912, -1.0438], [-2.9612, 2.0653, -3.5856], [0.7733, 2.8958, 0.6699], [0.9068, -1.2279, -0.2377], [0.8463, 1.8024, 0.6537], [-0.5916, -0.8597, 2.1241], [-1.3889, 1.8905, -0.2065], [-3.6798, -0.7561, -1.2548], [1.7388, -2.3336, 2.3213], [-0.1743, 1.2831, -0.2446], [-1.2972, -1.0304, -1.1418], [0.5109, -2.9746, 2.2657], [1.4285, -1.1979, -1.9296], [-3.4400, -1.0166, -2.9866], [4.1821, -0.9189, 2.4515], [4.1983, -1.4819, 3.3900], [-0.6565, -2.2435, 2.1630], [0.4767, -4.0534, 2.3040], [-1.4983, -0.2766, 2.0560], [2.2028, -0.1451, -0.7553], [1.5221, 1.6702, 2.6759], [-2.3635, 1.5056, -1.0479], [-4.3883, 0.3615, -2.4243], [0.6777, 1.2907, -2.4357], [-1.7653, 3.0860, 0.8848], [-3.5226, -0.2609, -2.2103], [0.6223, -0.1964, 2.1751], [-2.1210, 1.3832, -3.4759], [0.1970, 0.4635, -1.3936]], "forces_ev_per_a": [[0.150, 0.002, 0.121], [-0.018, -0.092, -0.159], [0.036, 0.456, 0.014], [0.020, -0.061, -0.007], [-0.251, -0.032, 0.038], [-0.086, -0.046, 0.007], [-0.024, -0.043, -0.051], [0.060, -0.275, -0.270], [-0.425, 0.114, -0.061], [-0.016, -0.096, 0.001], [0.104, -0.024, 0.005], [-0.022, -0.049, 0.038], [0.134, -0.022, -0.116], [-0.016, 0.015, 0.053], [-0.021, 0.061, -0.051], [0.126, -0.008, -0.019], [-0.208, 0.218, -0.082], [-0.133, 0.043, -0.029], [0.102, -0.193, -0.073], [-0.014, -0.097, 0.093], [0.152, 0.218, 0.400], [0.143, -0.012, 0.016], [-0.210, 0.003, 0.029], [-0.008, -0.057, 0.092], [0.353, 0.091, 0.013], [-0.297, -0.081, -0.213], [0.032, -0.045, 0.013], [-0.121, -0.021, -0.041], [-0.005, -0.014, -0.072], [-0.029, -0.076, -0.132], [0.248, -0.129, 0.005], [-0.016, 0.009, -0.041], [-0.071, -0.172, -0.038], [0.002, -0.087, 0.008], [-0.111, 0.121, 0.001], [0.099, 0.032, 0.042], [-0.035, 0.068, 0.043], [-0.016, -0.176, -0.204], [-0.135, 0.061, -0.048], [0.106, 0.121, -0.367], [-0.313, 0.716, 0.476], [0.280, 0.096, 0.071], [0.276, 0.114, 0.142], [0.105, -0.033, 0.182], [0.071, -0.616, 0.172]]}



no.,maximum force (eV/Å)
1,2.35
2,0.76
3,4.54
4,0.91